Entry 1:
ORCA calculation (ωB97M-V/def2-TZVPD) on 8 unconnected molecules or ions with the total composition C48H103N5O9 in a non-equilibrium geometry.

Element x y z (Å)
C1 -5.699 -0.178 4.322
C2 -5.790 -0.176 2.804
C3 -4.705 0.655 2.117
N1 -4.881 0.835 0.623
C4 -5.287 -0.470 -0.035
C5 -5.365 -0.356 -1.551
C6 -4.070 0.216 -2.183
C7 -3.573 1.458 -1.398
C8 -3.548 1.290 0.102
C9 -5.969 1.843 0.356
H1 -6.379 -0.920 4.733
H2 -5.903 0.794 4.782
H3 -4.716 -0.391 4.753
H4 -6.792 0.160 2.527
H5 -5.730 -1.210 2.461
H6 -3.724 0.202 2.253
H7 -4.687 1.655 2.557
H8 -4.545 -1.231 0.229
H9 -6.207 -0.811 0.432
H10 -5.374 -1.402 -1.869
H11 -6.249 0.105 -1.987
H12 -3.298 -0.556 -2.163
H13 -4.267 0.475 -3.220
H14 -2.614 1.817 -1.784
H15 -4.198 2.300 -1.719
H16 -2.818 0.536 0.395
H17 -3.308 2.252 0.557
H18 -6.092 2.106 -0.685
H19 -5.657 2.709 0.942
H20 -6.875 1.472 0.826
C10 1.422 4.605 -2.906
C11 0.536 4.746 -1.668
C12 1.185 4.169 -0.423
N2 0.635 4.634 0.926
C13 -0.848 4.322 0.944
C14 -1.469 4.539 2.307
C15 -0.734 3.623 3.266
C16 0.722 4.042 3.391
C17 1.381 3.876 2.013
C18 0.824 6.117 1.101
H21 1.143 5.369 -3.629
H22 1.464 3.615 -3.354
H23 2.447 4.865 -2.619
H24 -0.409 4.204 -1.797
H25 0.220 5.787 -1.597
H26 2.164 4.666 -0.405
H27 1.330 3.092 -0.424
H28 -0.938 3.254 0.706
H29 -1.359 4.771 0.093
H30 -2.544 4.349 2.298
H31 -1.429 5.597 2.584
H32 -0.742 2.616 2.833
H33 -1.172 3.398 4.240
H34 1.292 3.463 4.117
H35 0.816 5.088 3.691
H36 1.223 2.855 1.645
H37 2.464 3.984 1.989
H38 0.505 6.540 2.044
H39 0.327 6.593 0.258
H40 1.885 6.293 0.918
C19 -3.765 -3.372 -3.328
C20 -3.041 -2.464 -4.325
C21 -1.562 -2.180 -4.098
N3 -0.972 -1.061 -4.953
C22 -1.415 0.279 -4.386
C23 -0.839 1.498 -5.108
C24 0.686 1.402 -5.039
C25 1.213 0.096 -5.636
C26 0.551 -1.123 -4.957
C27 -1.555 -1.084 -6.354
H41 -3.269 -3.535 -2.366
H42 -3.696 -4.389 -3.726
H43 -4.817 -3.139 -3.196
H44 -3.518 -1.475 -4.377
H45 -3.278 -2.867 -5.312
H46 -0.990 -3.024 -4.487
H47 -1.344 -1.933 -3.061
H48 -1.149 0.237 -3.327
H49 -2.491 0.388 -4.509
H50 -1.108 2.394 -4.552
H51 -1.033 1.534 -6.180
H52 0.967 1.495 -3.984
H53 1.135 2.262 -5.541
H54 2.280 0.021 -5.434
H55 1.060 0.121 -6.715
H56 0.820 -1.145 -3.903
H57 0.817 -2.000 -5.543
H58 -0.915 -0.535 -7.031
H59 -2.592 -0.771 -6.348
H60 -1.532 -2.138 -6.634
C28 -1.005 -6.009 2.673
C29 -0.195 -5.077 3.590
C30 0.427 -3.893 2.842
N4 0.587 -2.653 3.699
C31 -0.761 -2.098 4.171
C32 -0.541 -0.736 4.824
C33 0.134 0.283 3.891
C34 1.522 -0.223 3.557
C35 1.312 -1.605 2.874
C36 1.413 -2.999 4.923
H61 -1.273 -6.919 3.210
H62 -0.365 -6.349 1.856
H63 -1.917 -5.583 2.258
H64 0.533 -5.704 4.109
H65 -0.807 -4.709 4.417
H66 -0.266 -3.549 2.074
H67 1.385 -4.168 2.406
H68 -1.413 -2.036 3.294
H69 -1.209 -2.827 4.840
H70 -1.439 -0.443 5.369
H71 0.161 -0.879 5.653
H72 -0.541 0.444 3.051
H73 0.283 1.228 4.423
H74 2.109 0.410 2.888
H75 2.200 -0.328 4.408
H76 0.759 -1.572 1.939
H77 2.303 -2.044 2.748
H78 1.822 -2.116 5.397
H79 2.216 -3.603 4.503
H80 0.814 -3.567 5.626
C37 7.513 -3.618 0.606
C38 7.246 -2.093 0.497
C39 5.752 -1.738 0.573
N5 5.402 -0.369 -0.003
C40 5.347 -0.483 -1.506
C41 4.885 0.850 -2.106
C42 3.532 1.233 -1.519
C43 3.526 1.327 0.036
C44 4.054 -0.016 0.573
C45 6.420 0.657 0.431
H81 6.926 -4.252 -0.055
H82 7.299 -3.896 1.638
H83 8.573 -3.744 0.397
H84 7.732 -1.723 -0.407
H85 7.760 -1.664 1.356
H86 5.531 -1.655 1.638
H87 5.039 -2.418 0.113
H88 4.664 -1.281 -1.805
H89 6.343 -0.821 -1.787
H90 4.670 0.676 -3.161
H91 5.667 1.601 -1.997
H92 2.771 0.478 -1.722
H93 3.191 2.200 -1.891
H94 2.500 1.415 0.399
H95 4.126 2.184 0.346
H96 3.390 -0.823 0.250
H97 4.196 -0.015 1.653
H98 6.092 1.661 0.205
H99 7.286 0.487 -0.209
H100 6.699 0.380 1.442
O1 -0.216 -0.905 -0.605
C46 -0.001 0.423 -0.473
O2 -0.177 0.862 0.695
O3 0.192 1.151 -1.478
H101 -0.542 -0.914 0.334
O4 -1.771 -2.123 1.039
C47 -2.892 -2.918 1.154
O5 -3.407 -2.993 2.292
O6 -3.292 -3.443 0.090
H102 -1.633 -2.221 0.078
O7 2.215 -2.663 -2.035
C48 2.807 -3.454 -1.091
O8 3.696 -4.266 -1.423
O9 2.383 -3.327 0.098
H103 1.589 -2.173 -1.480

For the HOMO energy, the calculation gives -10.8856 eV. The value obtained for the HOMO-LUMO gap is 7.0874 eV. For the relative energy (zero: lowest compared OMol25 entry of this formula, charge and spin), the calculation gives 0.0 kJ/mol. The largest force on an atom is 3.77 eV/A. As for the total charge: +2.


Entry 2:
ORCA calculation (ωB97M-V/def2-TZVPD) on 7 unconnected molecules or ions with the total composition C48H108BF4N6 in a non-equilibrium geometry.

Element x y z (Å)
B1 -0.985 0.917 -0.102
F1 -0.180 -0.057 0.646
F2 -0.203 1.681 -1.025
F3 -1.924 0.130 -0.910
F4 -1.782 1.805 0.807
C1 -1.164 0.077 -5.685
C2 -1.451 -0.811 -4.522
C3 -1.109 -2.254 -4.696
N1 -1.349 -3.186 -3.502
C4 -2.793 -3.395 -3.206
C5 -0.538 -2.791 -2.321
C6 0.142 -4.021 -1.766
C7 0.495 -4.741 -3.045
C8 -0.760 -4.526 -3.870
H1 -1.751 -0.129 -6.606
H2 -0.102 0.048 -5.980
H3 -1.309 1.111 -5.378
H4 -2.488 -0.737 -4.214
H5 -0.921 -0.467 -3.622
H6 -0.029 -2.263 -4.949
H7 -1.632 -2.733 -5.542
H8 -3.264 -3.964 -4.005
H9 -3.302 -2.416 -3.125
H10 -2.891 -3.922 -2.254
H11 -1.085 -2.200 -1.586
H12 0.245 -2.148 -2.719
H13 -0.505 -4.614 -1.131
H14 1.042 -3.726 -1.203
H15 0.674 -5.805 -2.945
H16 1.407 -4.315 -3.430
H17 -1.496 -5.230 -3.491
H18 -0.634 -4.605 -4.930
C9 1.114 -2.908 1.735
C10 2.492 -3.323 2.080
C11 2.435 -4.007 3.437
N2 3.651 -3.770 4.310
C12 3.786 -2.363 4.676
C13 3.537 -4.585 5.561
C14 4.026 -5.966 5.215
C15 5.250 -5.617 4.359
C16 4.943 -4.274 3.730
H19 0.438 -3.764 1.720
H20 1.110 -2.438 0.751
H21 0.700 -2.165 2.419
H22 3.150 -2.457 2.058
H23 2.826 -3.978 1.297
H24 2.395 -5.080 3.355
H25 1.527 -3.639 3.927
H26 4.612 -2.259 5.364
H27 2.828 -2.040 5.106
H28 4.069 -1.811 3.786
H29 4.221 -4.214 6.341
H30 2.496 -4.543 5.884
H31 4.325 -6.502 6.104
H32 3.335 -6.604 4.669
H33 6.132 -5.604 5.007
H34 5.397 -6.423 3.652
H35 5.681 -3.501 3.946
H36 4.825 -4.430 2.656
C17 -0.354 4.315 -3.849
C18 -1.613 3.927 -3.045
C19 -2.922 4.072 -3.856
N3 -4.184 3.983 -2.962
C20 -4.252 2.712 -2.260
C21 -5.504 4.110 -3.764
C22 -6.493 4.817 -2.922
C23 -5.614 5.880 -2.265
C24 -4.392 5.132 -1.930
H37 -0.240 3.808 -4.808
H38 0.532 4.081 -3.250
H39 -0.390 5.382 -4.109
H40 -1.703 4.633 -2.166
H41 -1.630 2.899 -2.662
H42 -2.982 3.240 -4.561
H43 -3.000 4.993 -4.440
H44 -5.230 2.542 -1.785
H45 -3.496 2.522 -1.502
H46 -4.070 1.924 -2.991
H47 -5.735 3.122 -4.236
H48 -5.349 4.852 -4.603
H49 -6.887 4.182 -2.124
H50 -7.356 5.129 -3.531
H51 -6.044 6.360 -1.383
H52 -5.408 6.729 -2.966
H53 -4.509 4.700 -0.932
H54 -3.499 5.748 -1.958
C25 4.240 5.939 2.022
C26 2.927 5.188 1.460
C27 1.719 6.034 1.674
N4 0.356 5.252 1.621
C28 0.070 4.855 0.253
C29 -0.777 6.106 2.008
C30 -1.949 5.289 2.453
C31 -1.210 4.086 3.168
C32 0.221 4.140 2.580
H55 5.099 5.283 1.936
H56 4.090 6.111 3.096
H57 4.461 6.908 1.566
H58 2.832 4.333 2.152
H59 2.876 4.814 0.420
H60 1.671 6.846 0.921
H61 1.728 6.498 2.691
H62 0.101 5.711 -0.411
H63 -0.922 4.398 0.216
H64 0.792 4.084 0.017
H65 -0.931 6.858 1.230
H66 -0.394 6.673 2.878
H67 -2.632 5.047 1.636
H68 -2.505 5.856 3.195
H69 -1.550 3.097 2.853
H70 -1.214 4.145 4.248
H71 0.511 3.214 2.073
H72 0.967 4.283 3.374
C33 -1.008 -2.162 5.553
C34 -2.310 -1.428 5.141
C35 -2.641 -1.411 3.679
N5 -3.856 -0.617 3.282
C36 -5.110 -1.083 3.907
C37 -3.742 0.881 3.427
C38 -4.808 1.469 2.573
C39 -4.895 0.576 1.370
C40 -4.095 -0.670 1.740
H73 -0.986 -3.222 5.265
H74 -1.056 -2.086 6.647
H75 -0.155 -1.590 5.195
H76 -2.203 -0.395 5.488
H77 -3.125 -1.864 5.718
H78 -2.880 -2.423 3.284
H79 -1.829 -0.973 3.094
H80 -5.244 -0.673 4.917
H81 -5.081 -2.187 4.006
H82 -5.979 -0.802 3.298
H83 -3.817 1.195 4.476
H84 -2.768 1.178 3.033
H85 -5.707 1.542 3.192
H86 -4.521 2.485 2.303
H87 -5.918 0.311 1.102
H88 -4.460 1.117 0.518
H89 -4.506 -1.615 1.423
H90 -3.061 -0.600 1.387
C41 4.304 -5.610 -2.915
C42 4.818 -4.207 -3.209
C43 4.371 -3.219 -2.151
N6 4.860 -1.782 -2.310
C44 6.330 -1.720 -2.143
C45 4.127 -0.990 -1.276
C46 2.768 -0.646 -1.840
C47 2.917 -0.808 -3.353
C48 4.372 -1.085 -3.506
H91 3.234 -5.691 -2.655
H92 4.852 -6.143 -2.121
H93 4.421 -6.277 -3.759
H94 4.424 -3.915 -4.172
H95 5.898 -4.223 -3.340
H96 4.757 -3.598 -1.198
H97 3.281 -3.215 -2.107
H98 6.666 -0.669 -2.015
H99 6.861 -2.104 -3.016
H100 6.687 -2.251 -1.225
H101 4.756 -0.151 -0.984
H102 4.073 -1.610 -0.366
H103 2.473 0.376 -1.571
H104 2.014 -1.321 -1.400
H105 2.693 0.044 -3.988
H106 2.294 -1.633 -3.755
H107 5.022 -0.219 -3.506
H108 4.575 -1.576 -4.445

For the HOMO energy, the calculation gives -21.0283 eV. The value obtained for the HOMO-LUMO gap is 11.7852 eV. The largest force on an atom is 3.20 eV/A. As for the total charge: +5.